C6H8AlLiO6 | wB97M-V/def2-TZVPD

Geometry as XYZ:
```
22
Properties=species:S:1:pos:R:3:mulliken_charge:R:1
Al -4.22362 -1.33084 3.58182 0.2354
O 1.62162 -0.86718 1.31236 -0.7255
O -1.47153 0.54869 2.45221 -0.2996
O -2.68742 -0.66817 3.75363 -0.1533
O -1.00167 -4.00088 1.48890 -0.3564
O 1.12655 -4.00217 0.94477 -0.7749
O -0.27706 -2.98706 -0.41121 -0.6973
C -0.34685 0.42344 1.56778 -0.3948
C -0.03693 -3.72073 0.57366 0.7467
C 0.49243 -0.79017 1.95588 0.5950
C -2.40220 -0.37390 2.58075 0.5506
C -2.48783 -1.94815 1.21081 -0.4759
C -2.30785 -3.46950 1.35209 -0.3996
Li 1.64680 -2.26641 0.05425 0.8849
H 0.23020 1.35108 1.66765 0.3806
H -0.73205 -1.70656 1.85134 -0.2465
H -2.89218 -3.93782 2.15141 0.3683
H -2.71783 -3.93546 0.44402 0.4417
H -0.70639 0.15878 0.56522 0.2510
H -3.33007 -2.09107 0.49347 0.3360
H -2.49786 -1.07528 0.54433 0.3068
H 0.53789 -1.13214 3.00854 0.4268
```

## Properties
HOMO (spin up / spin down), eV: -12.85 / -12.84
Gap between HOMO and LUMO (spin up / spin down), eV: 6.75 / 5.65
Spin multiplicity: 2
Charge: +1

C16H25N3O2 | wB97M-V/def2-TZVPD

Geometry as XYZ:
```
46
Properties=species:S:1:pos:R:3:mulliken_charge:R:1
O -1.08239 -1.83699 0.36424 -0.5660
O -0.52691 1.77343 3.44123 -0.4852
N 2.38643 -1.05244 -0.89891 0.4477
N 1.84121 -0.45473 -3.79944 -0.1747
N -0.38315 -0.16722 1.79251 0.0513
C -0.16732 2.67822 4.60496 -1.2075
C -3.85714 1.01120 1.63339 -0.4654
C 1.81460 -2.03049 -0.41808 -0.4001
C 0.84746 -0.11152 -2.86182 -0.8323
C -0.23778 -1.21528 0.89101 -0.1859
C 2.91017 -1.65599 -3.19017 -0.3092
C 1.09905 -0.83400 -5.09826 -0.5172
C 1.43796 -0.04963 -1.35871 -0.9299
C 3.30128 -1.19248 -1.90934 -1.4522
C -1.63203 1.54159 3.00965 0.6736
C -3.76578 2.14760 2.46266 -0.8063
C -2.64868 0.29997 1.27170 0.2977
C 0.75818 0.59132 -5.62438 -1.4222
C -1.68175 0.38899 1.95478 -0.6042
C 1.04833 -1.73039 0.98599 -0.1056
C -2.71049 2.02246 3.28289 0.1886
H 1.95838 -0.92786 1.58236 0.0669
H 0.42494 0.06004 2.51997 0.3677
H 0.23901 0.57769 -3.13148 0.8200
H 0.50941 0.31170 -6.52821 0.6133
H 0.09481 -1.09813 -2.71182 0.1697
H 1.01423 -2.92777 1.64572 0.1724
H 0.76361 2.79517 4.82400 0.3935
H -4.98206 0.80922 0.95767 0.1406
H 4.10215 -1.99531 -1.51581 0.4326
H -2.76391 2.98941 3.85340 0.2436
H -0.39117 3.64810 4.10096 0.4121
H -2.91279 -0.56036 0.54042 0.2658
H 3.87826 -0.40799 -2.06341 0.6196
H 2.27422 1.14261 -1.56173 0.2716
H -0.86308 2.69329 5.23959 0.5181
H 2.19994 -1.24469 -5.69225 0.2754
H 0.40247 -1.49282 -4.91169 0.5885
H 1.97871 -2.57686 -3.23604 0.2266
H 0.66019 0.43726 -0.60738 0.2072
H 0.98818 -2.53760 -0.95393 0.2573
H 2.71535 -2.89152 -0.26747 0.3179
H -0.26131 0.85924 -5.05878 0.2433
H -4.76013 2.64653 2.74336 0.3115
H 1.40836 1.30841 -5.55394 0.4070
H 3.59152 -1.88430 -4.02397 0.4632
```

## Properties
HOMO, eV: -7.62
Gap between HOMO and LUMO, eV: 8.16
Charge: 0

ClH4O2Pd | wB97M-V/def2-TZVPD

Geometry as XYZ:
```
8
Properties=species:S:1:pos:R:3:mulliken_charge:R:1
Pd -0.47041 1.37096 -2.90224 0.9987
Cl 0.74686 0.53182 -1.70661 -0.1377
O -0.15037 1.16898 1.49407 -0.5507
O -0.39225 -1.44053 0.66793 -0.6426
H -0.66140 -1.46906 -0.24934 0.3216
H 0.63047 1.44455 1.00715 0.3118
H -0.16077 0.25858 1.08506 0.3354
H 0.45788 -1.86531 0.60398 0.3634
```

## Properties
HOMO (spin up / spin down), eV: -15.07 / -14.38
Gap between HOMO and LUMO (spin up / spin down), eV: 8.65 / 4.61
Spin multiplicity: 3
Charge: +1

C4H7NO2 | wB97M-V/def2-TZVPD

Geometry as XYZ:
```
14
Properties=species:S:1:pos:R:3:mulliken_charge:R:1
O 2.18888 -0.43827 -0.00338 -0.5490
O -2.43754 0.77226 -0.45711 -0.4928
N -0.13456 0.21595 1.36010 -0.6727
C -0.57050 -1.03471 0.77046 -0.6401
C -0.16471 0.11827 -0.09391 1.0655
C 1.21827 0.30071 -0.69386 -0.6497
C -1.31659 0.64160 -0.88990 -0.1802
H 1.25249 -0.00076 -1.74580 0.3678
H -1.08733 0.83933 -1.95908 0.3222
H 2.03319 -0.24733 0.93561 0.3563
H -0.91020 0.75218 1.73811 0.2938
H 1.43570 1.38319 -0.65302 0.2362
H 0.07875 -1.89759 0.88853 0.2196
H -1.64334 -1.22423 0.78945 0.3230
```

## Properties
Structure (SMILES): O=C[C@]1(CO)CN1
HOMO, eV: -10.10
Gap between HOMO and LUMO, eV: 10.79
Charge: 0

C13H30NOP | wB97M-V/def2-TZVPD

Geometry as XYZ:
```
46
Properties=species:S:1:pos:R:3:mulliken_charge:R:1
P -4.11703 2.70688 -4.71569 0.0622
O -2.61170 3.50077 -4.89797 -0.3780
N -0.64801 2.09315 -4.52295 -0.4252
C 2.90729 2.34678 4.91931 -1.1836
C -2.25239 -4.00280 -2.11929 -1.2325
C 3.01858 1.83805 2.41962 -0.8142
C -0.51724 0.38670 -1.25308 -1.0541
C -1.55621 2.79757 -4.62501 0.5670
C -2.76674 -1.77477 -0.98384 -0.8399
C -1.95458 -3.06812 -0.95066 -0.2965
C 2.68441 -1.18354 1.66731 -1.1579
C -2.51121 -0.88744 -2.20406 -0.6411
C 3.72053 1.75083 3.77395 -0.4058
C 1.69630 1.07418 2.32930 -0.2382
C 1.78841 -0.41923 2.63761 -0.4597
C -1.05756 -0.45839 -2.40066 -0.3073
H 4.67305 2.28263 3.70389 0.3622
H 3.96935 0.71126 4.00409 0.2375
H -4.41679 3.09617 -3.39181 0.0790
H -0.42006 -1.33572 -2.54251 0.2729
H -3.30984 -4.27551 -2.13833 0.2924
H -2.85337 -1.40290 -3.10722 0.3521
H 3.71555 -0.82905 1.70418 0.3154
H -2.17560 -3.59032 -0.01598 0.3912
H -2.56399 -1.20641 -0.07181 0.3430
H 1.29134 1.20133 1.32016 0.0327
H -1.11356 1.29270 -1.12152 0.2744
H 2.68244 3.39840 4.72947 0.2911
H -2.00336 -3.54401 -3.07727 0.2862
H 0.78129 -0.84306 2.59445 0.3592
H -0.51874 -0.16244 -0.30873 0.2189
H 1.96296 1.81921 5.06142 0.2833
H 2.32516 -1.07512 0.64141 0.2244
H -3.83260 -2.02378 -0.95060 0.3852
H -3.65571 1.39718 -4.47548 0.0762
H 3.45930 2.28717 5.85837 0.3792
H 2.13958 -0.57398 3.66160 0.3217
H 2.82623 2.89007 2.18644 0.3910
H 0.96625 1.52983 3.00438 0.3539
H -3.13622 0.00895 -2.11368 0.2888
H -1.67209 -4.92277 -2.03685 0.3882
H 2.69558 -2.24792 1.90664 0.3816
H -0.98794 0.12149 -3.32083 0.2919
H 3.70071 1.47974 1.64369 0.3272
H -0.88535 -2.84134 -0.92655 0.1795
H 0.51115 0.68988 -1.45458 0.4246
```

## Properties
Structure (SMILES): CCCCCC.CCCCCC.N#COP
HOMO, eV: -10.53
Gap between HOMO and LUMO, eV: 10.50
Charge: 0

C7H14O3 | wB97M-V/def2-TZVPD

Geometry as XYZ:
```
24
Properties=species:S:1:pos:R:3:mulliken_charge:R:1
O 1.49945 1.66401 2.64392 -0.4630
O 2.87921 1.35061 0.88776 -0.5491
O -1.25894 -0.31310 0.23751 -0.3795
C -2.26238 -0.19997 -1.98233 -0.5257
C -1.53390 -2.38574 -1.01786 -0.5242
C 3.69832 2.49026 2.86095 -0.9657
C -1.36613 0.46677 -0.94819 -0.4690
C 2.69318 1.77974 2.00461 0.7715
C -0.68272 -1.58380 -0.04338 -0.4700
C -1.72994 -1.59490 -2.31165 -0.6397
H -0.35747 0.63249 -1.37314 0.3256
H 3.34250 3.50417 3.10990 0.2799
H 3.86397 1.93520 3.79961 0.2796
H -3.28586 -0.27681 -1.56757 0.2820
H 4.66043 2.57593 2.32839 0.2905
H 0.33465 -1.44421 -0.45680 0.3257
H -2.31349 0.43219 -2.88964 0.3111
H -0.58208 -2.09756 0.93200 0.2977
H -1.76458 1.45050 -0.63358 0.2977
H -1.04926 -3.36112 -1.21584 0.3107
H -2.51591 -2.58703 -0.54819 0.2821
H 0.90390 1.18524 2.00508 0.3495
H -2.41858 -2.12648 -2.99623 0.2823
H -0.75430 -1.49639 -2.82533 0.3001
```

## Properties
Structure (SMILES): C1CCOCC1.CC(=O)O
HOMO, eV: -9.69
Gap between HOMO and LUMO, eV: 10.54
Charge: 0